# 1
This record from OMol25 describes a structure of composition C34H36F10N6OSr. The level of theory is ωB97M-V/def2-TZVPD.

```
88
Properties=species:S:1:pos:R:3:mulliken_charge:R:1
H -1.27984 -4.79505 0.08309 0.36
C -2.43939 2.06585 -0.03714 -1.21
H 0.93999 -7.39603 0.58345 0.34
C 2.89216 -4.09869 -3.18438 -2.07
C 1.38234 2.16189 -0.11888 -1.15
F 5.45416 -4.59795 -0.35171 -0.43
C 0.15759 0.82794 5.09327 -0.83
H 0.90702 1.06809 3.08065 0.03
C -1.02761 -1.36980 3.94819 -0.31
H -0.94855 -2.58142 6.98483 0.38
F -7.26637 -2.28668 -0.37560 -0.33
C -5.00353 0.57539 -0.37728 0.66
H -0.09810 -4.26251 1.26046 0.17
N -0.34416 -0.59105 3.16127 0.44
C 2.76988 -2.35170 0.59750 0.27
H -0.78865 2.33180 1.32587 0.25
H 1.39758 2.22280 0.97437 0.22
Sr -0.31403 -0.51770 0.50503 1.91
C 2.38477 -7.12424 -0.96787 0.78
C -1.63590 -2.28293 6.18851 -0.75
C -0.19658 2.00826 -1.95136 -1.38
N 0.01393 1.83263 -0.52307 0.91
H -2.01079 -2.27922 2.40650 -0.26
H 1.19849 -2.64866 -2.25329 0.36
H -2.83844 -4.05561 6.09064 0.38
C 4.68804 -3.49494 -0.26302 0.89
H 0.76054 -0.77684 6.40053 0.33
N -0.92432 -1.36450 5.30978 0.26
C -6.15433 -0.18610 -0.48286 -0.03
H -2.47075 -1.75409 6.66480 0.35
C 2.31124 -4.99603 -2.12068 1.12
H -0.75324 -0.00120 6.86504 0.42
H 2.33653 -9.25562 -1.17101 0.34
H 3.73518 -4.59210 -3.66431 0.34
H 3.25247 -3.15540 -2.77080 0.29
H 3.95322 -8.55841 -1.30076 0.37
H -1.13881 1.55223 -2.25160 0.24
C -2.15204 -3.50292 5.45009 -0.72
C -4.93195 -2.14543 0.03932 -0.28
F 1.69762 -2.36310 1.43479 -0.29
H 3.39667 1.55267 -0.22691 0.47
H -3.72642 -2.43251 4.43742 0.29
C -0.38498 -5.10208 0.62630 -1.47
H -0.62956 -5.95275 1.26195 0.40
N 2.15803 -0.14519 0.02082 0.35
H -3.07514 2.62658 0.66254 0.54
C -0.16279 -0.33677 6.00781 -0.78
C -2.84334 -3.03160 4.18525 -0.68
C -3.73737 0.02994 -0.05170 -0.89
H 0.60793 1.52622 -2.50384 0.33
H -3.17690 -3.87332 3.57978 0.39
N -1.88535 -2.27546 3.40456 0.29
O -0.12233 -2.71217 -0.75358 -0.45
H 2.48263 1.14008 -1.65572 0.45
F 4.51902 -0.20210 -1.74912 -0.40
H -2.71225 2.43569 -1.03542 0.51
F 3.25080 -4.54945 1.27788 -0.45
C 3.56733 -3.46886 0.54908 -0.24
H -0.94442 3.60414 0.09678 0.40
C 2.86892 -6.24805 -1.93271 -0.65
C -3.80058 -1.37586 0.13410 -0.04
H 3.71218 -6.54715 -2.54443 0.32
F -2.62065 -2.01252 0.44219 -0.01
F -7.30754 0.41915 -0.79581 -0.31
H 1.65728 3.15617 -0.50630 0.38
C 2.43098 1.14342 -0.55844 -1.03
C -6.14364 -1.55312 -0.27401 0.66
H 0.90239 1.47113 5.56338 0.39
H -1.32478 -4.16320 5.18319 0.30
F 6.04849 -2.36400 -1.80797 -0.36
C 2.99951 -8.48025 -0.78157 -1.70
H 3.16457 -8.68856 0.27582 0.39
H -0.74023 1.42313 4.91154 0.31
F -4.86082 -3.46934 0.25453 -0.31
H 2.15785 -3.86542 -3.95787 0.45
F -5.13352 1.90450 -0.60075 -0.35
C 0.73156 -5.47088 -0.30864 1.39
C 1.23199 -4.59746 -1.30433 0.78
C 4.97590 -2.36048 -1.00400 -0.21
H -0.21582 3.07194 -2.23342 0.31
C 0.72372 -3.24539 -1.46120 -0.73
N -2.56210 0.63906 0.10409 0.63
C 4.16150 -1.24402 -0.95994 0.96
C 0.65863 0.26205 3.77570 -0.49
C -1.01011 2.51690 0.26668 -1.05
H 1.58939 -0.29657 3.93966 0.22
C 1.31517 -6.72075 -0.17768 -1.17
C 3.00172 -1.15766 -0.14221 -0.47
```

Multiplicity ... 1
ΔE to the lowest compared entry with this formula, charge and spin ... 0.00 kJ/mol
Gap between HOMO and LUMO ... 6.5 eV
HOMO energy ... -6.815 eV
Maximum force ... 0.015 hartree/bohr
Molecular weight ... 822.30 g mol⁻¹


# 2
This record from OMol25 describes a structure of composition C34H36FHgN2O9S at a distorted geometry. The level of theory is ωB97M-V/def2-TZVPD.

```
84
Properties=species:S:1:pos:R:3:mulliken_charge:R:1
F -11.74044 4.02837 11.35598 -0.36
O -15.00634 -6.64590 11.08912 -0.76
C -14.96338 2.83189 16.26811 -0.54
H -19.43248 -4.81544 12.23255 0.34
C -14.53759 -4.41475 11.79153 0.77
H -16.39020 -3.14734 17.20586 0.31
O -12.19950 -7.15727 11.89529 -0.76
H -15.20967 1.58788 10.03976 0.27
C -17.74132 -5.22990 9.39132 -0.85
H -21.16784 -4.65081 17.24664 0.34
C -19.09373 -5.16563 17.35232 -0.11
C -12.67338 0.57074 12.09873 -0.26
H -17.81174 -5.58720 12.42318 0.22
C -15.82875 2.14068 15.50752 -0.05
C -18.70517 1.29641 9.58859 0.61
C -17.76346 -4.75438 17.34357 -0.83
C -12.48423 2.88690 11.43455 0.53
H -19.31148 -6.24987 17.41146 0.29
C -18.20659 1.28772 14.94049 -0.85
H -20.62349 -2.25414 16.86890 0.20
H -21.08955 -0.09929 10.11560 0.23
C -18.28563 -0.93516 17.03693 -1.07
O -15.49976 -3.74710 11.34313 -0.33
C -11.95654 1.78122 12.11770 -0.74
H -16.94713 3.41371 18.93849 0.33
O -18.38410 -1.09725 10.00661 0.15
C -13.88269 0.55760 11.37522 0.22
H -15.52663 -0.53111 10.54427 0.24
H -19.10874 -0.36450 17.59762 0.34
H -20.93963 3.60055 10.19314 0.38
H -19.16892 3.56910 10.02113 0.40
C -17.19651 1.96974 15.86572 0.28
H -16.88110 -2.43307 9.27489 0.39
S -18.49439 -0.50307 15.22960 -0.10
O -17.67554 1.97052 9.78075 -0.68
C -14.23377 -5.84131 11.61733 -0.02
C -19.79595 -2.92395 17.20067 -0.02
H -18.51074 -5.86625 8.93239 0.36
H -21.28293 0.86220 8.60122 0.29
H -18.00779 1.39900 13.89040 0.28
H -17.61584 -0.07867 8.36642 0.38
H -17.58288 -4.34917 8.71496 0.30
N -19.92379 1.71157 9.99759 0.21
C -15.34878 3.35896 17.51308 -0.43
Hg -15.98363 -0.96503 13.00394 1.16
C -17.98314 -2.34520 9.60540 -1.27
C -18.47135 -2.40939 17.26809 0.44
C -18.66900 -5.40004 11.73303 -1.09
H -14.19739 -1.58939 11.27947 0.32
C -12.76898 -6.07089 12.08318 0.33
H -10.97195 1.81322 12.62439 0.37
C -17.59029 2.47433 17.11689 -0.19
H -13.95876 3.08988 15.84920 0.33
H -18.59263 2.47238 17.47259 0.42
N -18.22696 -4.60144 10.60363 0.26
C -17.46933 -3.38004 17.24052 0.04
H -22.01811 1.52030 10.14689 0.40
C -18.52411 -0.09514 8.98741 -1.00
O -18.32329 -2.75760 11.88205 -0.67
O -17.04287 -1.13672 14.77123 -0.53
H -18.50594 -2.70836 8.71290 0.49
H -14.62271 3.96412 18.09972 0.31
H -12.38406 -0.30992 12.65596 0.61
C -14.38668 1.69836 10.73003 -0.19
C -21.16707 0.94465 9.72243 -0.93
H -17.27796 -0.58858 17.33396 0.52
H -19.21247 1.69335 15.06281 0.39
H -16.77934 -5.73701 9.57696 0.17
H -19.91868 3.06416 11.55445 0.24
O -11.20261 -4.54963 13.08561 -0.74
H -15.50650 1.60295 14.60071 0.24
C -20.13409 -4.27475 17.25617 -1.00
C -12.31263 -4.80303 12.69000 0.03
C -16.63597 3.09878 17.93789 -0.52
C -13.68905 2.89815 10.74191 -0.73
C -14.73229 -0.64464 11.28259 -1.02
H -13.93818 3.78857 10.15615 0.41
C -18.11772 -3.27006 10.79872 0.90
H -16.91163 -5.45827 17.48775 0.32
C -19.98421 3.06794 10.46978 -1.05
O -13.38592 -2.64837 13.07666 -0.64
H -19.32170 -0.42979 8.32096 0.43
C -13.42203 -3.80306 12.62428 0.18
H -19.06102 -6.32478 11.37444 0.39
```

Multiplicity ... 2
Total charge ... -2
ΔE to the lowest compared entry with this formula, charge and spin ... 45.37 kJ/mol
Gap between HOMO and LUMO (spin up / spin down) ... 3.2 / 3.7 eV
HOMO energy (spin up / spin down) ... 0.396 / -0.212 eV
Maximum force ... 0.062 hartree/bohr
Molecular weight ... 868.32 g mol⁻¹


Q: The highest molecular weight belongs to which entry?
A: C34H36FHgN2O9S


Q: ΔE to the lowest compared entry with this formula, charge and spin of number 1 (C34H36F10N6OSr)?
A: 0.00 kJ/mol